# 1
# C28H35AsIN3O7SYb

A molecular structure, C28H35AsIN3O7SYb (ωB97M-V/def2-TZVPD, OMol25).

XYZ file:
```
77
Properties=species:S:1:pos:R:3:forces:R:3:lowdin_charge:R:1
Yb -0.2928 -0.0122 0.6508 -0.14 -0.44 -0.62 1.44
C -0.2349 -4.6509 -0.8611 0.00 0.02 -0.06 0.00
N -0.5150 -3.6527 -1.8897 0.01 0.02 -0.08 -0.12
C -0.4011 -4.0683 -3.2864 0.02 -0.04 0.08 -0.02
C -0.7960 -2.3963 -1.5472 0.05 0.01 0.11 -0.39
O -0.8676 -2.0361 -0.3634 -0.04 -0.04 -0.10 -0.10
C -1.0041 -1.4001 -2.6844 -0.02 -0.08 -0.04 -0.10
O -1.3746 -0.1271 -2.2266 0.03 0.13 -0.01 -0.13
C -2.7295 0.2195 -2.2970 -0.06 -0.05 0.03 -0.09
C -3.3134 0.2556 -0.8902 -0.16 0.00 0.07 -0.38
O -2.5485 0.1330 0.0747 0.34 0.02 0.12 -0.19
N -4.6228 0.4267 -0.7234 0.04 0.03 -0.09 -0.12
C -5.1913 0.4872 0.6205 0.01 0.01 -0.06 -0.01
C -5.5511 0.7123 -1.8098 0.03 -0.03 0.05 -0.01
H -0.8854 -5.5132 -1.0037 -0.01 0.00 0.02 0.10
H 0.8040 -4.9758 -0.9343 0.00 0.00 0.00 0.10
H -0.4134 -4.2142 0.1153 0.00 -0.01 0.01 0.09
H -0.0982 -5.1112 -3.3040 0.00 0.00 0.00 0.10
H -1.3535 -3.9880 -3.8107 -0.01 0.01 0.00 0.10
H 0.3565 -3.4913 -3.8171 0.00 0.01 0.00 0.10
H -0.0580 -1.2990 -3.2202 0.01 0.03 0.01 0.14
H -1.7398 -1.7949 -3.3913 -0.01 0.01 -0.01 0.13
H -2.8075 1.2189 -2.7333 0.02 0.01 -0.02 0.15
H -3.2928 -0.4680 -2.9324 0.00 -0.03 0.01 0.13
H -4.4774 0.0911 1.3342 0.00 -0.01 0.01 0.08
H -5.4289 1.5187 0.8849 0.00 0.00 0.00 0.10
H -6.1053 -0.1056 0.6353 0.01 0.00 0.03 0.10
H -5.0906 0.5720 -2.7816 0.00 0.00 0.00 0.08
H -6.4098 0.0459 -1.7344 -0.01 0.00 -0.01 0.10
H -5.9016 1.7434 -1.7410 -0.01 0.00 0.02 0.11
O 1.5124 -1.3436 1.2849 -0.09 0.19 0.05 -0.16
C 2.5219 -1.7518 0.6942 0.00 0.04 -0.05 -0.16
C 2.9737 -1.3650 -0.6022 0.14 -0.14 0.20 -0.12
C 4.2423 -1.8169 -1.0085 -0.09 -0.01 0.02 0.06
C 4.7645 -1.3651 -2.1819 0.23 -0.12 -0.11 -0.14
C 4.0729 -0.4428 -2.9861 -0.07 0.06 -0.03 0.03
C 2.8333 -0.0026 -2.6152 0.06 -0.08 -0.09 0.02
C 2.2185 -0.4736 -1.4216 -0.23 0.09 0.02 -0.34
O 1.0320 -0.1171 -1.1149 0.10 0.01 0.00 -0.17
N 6.0921 -1.8388 -2.6048 -0.07 0.21 0.10 -0.36
O 6.6511 -2.6541 -1.8977 -0.05 -0.01 -0.06 0.08
O 6.5521 -1.3680 -3.6257 -0.04 -0.08 0.01 0.08
H 3.1621 -2.4662 1.2333 0.04 0.00 -0.02 0.14
H 4.8113 -2.5053 -0.3965 0.00 0.01 0.00 0.13
H 4.5432 -0.0919 -3.8942 0.00 0.00 0.01 0.13
H 2.2869 0.7129 -3.2153 0.01 0.01 0.01 0.13
I -2.0161 2.3834 2.2410 -0.17 -0.03 0.26 1.08
C -1.1031 3.6063 0.8219 0.18 0.06 -0.12 -0.63
C -1.7720 4.7161 0.3988 0.08 0.08 -0.08 -0.16
C -1.1139 5.6271 -0.4601 -0.09 -0.03 0.06 -0.08
C 0.1877 5.4157 -0.7998 0.05 -0.04 0.00 -0.03
C 0.8916 4.2729 -0.3397 0.04 0.07 -0.04 -0.17
C 2.2698 4.1143 -0.6230 -0.03 0.00 0.01 -0.04
C 2.9453 3.0393 -0.1283 -0.01 -0.03 0.07 -0.07
C 2.2455 2.0376 0.5846 0.15 -0.03 -0.01 -0.16
C 0.8960 2.0802 0.8572 -0.16 0.07 0.06 -0.26
C 0.2359 3.2864 0.4477 -0.05 0.12 0.04 -0.28
H -2.7781 4.9219 0.7384 0.01 0.00 0.00 0.09
H -1.6377 6.5087 -0.8057 -0.01 -0.02 0.01 0.11
H 0.7161 6.1345 -1.4150 0.00 -0.01 0.01 0.12
H 2.7757 4.8718 -1.2100 -0.01 0.00 0.00 0.11
H 4.0085 2.9335 -0.3092 0.00 -0.01 0.01 0.11
H 2.8258 1.1657 0.8844 -0.01 -0.02 -0.03 0.08
C 0.2619 -2.0476 5.6609 0.05 -0.09 0.04 -0.25
As -0.1060 -0.6156 4.4472 -0.24 -0.14 -0.13 0.69
C -1.0178 0.6903 5.5128 -0.08 -0.01 0.09 -0.27
C 1.5768 0.1860 4.0178 0.03 0.03 0.01 -0.24
S -1.2824 -1.3796 2.8461 0.09 0.19 0.22 0.12
H 0.7559 -1.6551 6.5480 0.02 -0.03 0.02 0.05
H 0.8971 -2.7795 5.1677 0.00 -0.01 0.00 0.04
H -0.6829 -2.5145 5.9295 0.00 -0.01 0.03 0.04
H -0.5185 0.7332 6.4802 -0.03 0.06 0.02 0.05
H -2.0509 0.3748 5.6403 -0.01 0.03 0.02 0.04
H -0.9786 1.6621 5.0283 0.00 0.00 -0.01 -0.02
H 1.9871 0.5515 4.9595 0.08 0.03 -0.05 0.05
H 1.4297 1.0130 3.3214 0.00 0.00 -0.01 0.01
H 2.2256 -0.5638 3.5765 0.05 0.01 0.00 0.03
```
Forces are in eV/Å.

As for the expectation value of S²: 0.751. For the HOMO energy (spin up / spin down), the calculation gives -9.8 / -9.8 eV. The lowest unoccupied orbital energy (spin up / spin down) is -0.0975 / -0.0978 Ha. The electronic energy is -5869.11443 hartree. Its spin multiplicity is 2. The calculation puts the strongest force on any atom at 0.015 hartree/bohr. The net charge is +1. The calculation puts the energy relative to the best compared isomer or geometry (same formula, charge and spin) at 7.71 kcal/mol.



# 2
# C28H35Br3N6O2S

5 unconnected molecules or ions with the total composition C28H35Br3N6O2S at a distorted geometry (ωB97M-V/def2-TZVPD, OMol25).

XYZ file:
```
75
Properties=species:S:1:pos:R:3:forces:R:3:lowdin_charge:R:1
C -2.6036 -4.0021 1.5208 0.49 -0.29 0.09 0.02
C -1.4523 -3.3430 1.7220 -0.84 0.10 0.11 -0.15
C -1.2261 -1.9212 2.1709 0.95 -1.09 1.05 -0.24
C -0.9625 -0.8036 1.0962 0.05 0.96 0.70 -0.34
C -2.0219 -0.4620 0.0256 -0.31 -0.35 0.12 -0.08
C -3.3567 -1.2439 0.0484 0.02 0.25 -0.94 -0.24
N -3.4160 -2.3473 -0.9186 -0.08 0.05 0.36 0.00
C 0.5313 -0.8120 0.6090 -0.64 0.06 -0.53 -0.56
Br 1.2374 1.0238 0.6055 0.09 -0.24 0.31 0.92
C 0.7977 -1.2972 -0.8184 0.91 0.41 -0.15 -0.77
C 2.2979 -1.3268 -1.1561 -0.36 -0.63 0.29 -0.18
Br 0.1361 -3.1026 -1.1567 -0.10 -0.03 -0.01 0.82
O -1.0449 0.3708 2.0057 -0.14 -0.23 0.00 -0.07
C -2.0362 0.2010 2.8959 -0.12 0.24 0.02 -0.54
O -2.7275 1.0806 3.3037 0.05 -0.09 0.10 0.16
C -2.0812 -1.2747 3.2759 -0.57 0.02 -0.08 -0.63
Br -1.1326 -1.3554 5.0198 0.08 0.01 -0.13 0.83
N -3.4262 -1.7630 3.4507 0.62 0.02 0.55 0.07
C -3.7572 -2.6201 4.2429 -0.20 -0.19 -0.88 -0.83
S -4.2563 -3.8502 5.0508 -0.08 0.19 0.27 0.79
H -2.6338 -4.7318 0.7153 0.29 -0.82 0.77 0.07
H -3.4928 -3.9416 2.1321 -0.42 0.97 -0.73 0.04
H -0.5367 -3.8980 1.5531 0.05 0.43 -1.11 0.08
H -0.2559 -1.9827 2.6703 0.07 0.20 -0.15 0.09
H -2.2632 0.5903 0.1733 0.20 0.06 0.04 0.13
H -1.6358 -0.5249 -0.9898 0.12 -0.14 0.04 0.10
H -3.6663 -1.5676 1.0397 0.15 -0.09 0.03 0.09
H -4.1185 -0.5407 -0.2966 -0.08 0.03 0.22 0.11
H -3.4467 -1.9384 -1.8453 -0.01 -0.14 -0.06 0.07
H -2.5665 -2.8951 -0.8698 -0.03 -0.05 -0.02 -0.02
H 1.1586 -1.3583 1.3097 -0.01 -0.03 0.02 0.08
H 0.3132 -0.6471 -1.5420 -0.28 -0.11 0.07 0.08
H 2.7315 -0.3326 -1.1462 0.05 0.01 -0.09 0.04
H 2.4254 -1.8070 -2.1238 0.07 0.19 -0.10 0.07
H 2.8028 -1.9588 -0.4212 0.15 0.13 0.01 0.08
C 0.4568 4.7013 -2.0964 0.02 0.00 0.00 -0.10
C 1.0220 3.3996 -1.9974 -0.01 -0.03 0.00 -0.13
C 1.8342 3.2238 -3.0848 -0.02 0.00 -0.11 -0.15
N 1.7830 4.3661 -3.8366 -0.02 0.01 0.04 0.01
C 0.9475 5.2725 -3.2399 0.01 -0.01 -0.03 -0.14
H -0.2283 5.1639 -1.4058 0.00 0.00 0.00 0.09
H 0.8636 2.6659 -1.2241 -0.08 0.24 -0.19 -0.02
H 2.4423 2.3866 -3.3828 0.01 0.00 0.02 0.10
H 2.2808 4.5167 -4.6941 0.00 0.00 0.00 0.14
H 0.7756 6.2406 -3.6780 -0.01 0.00 0.01 0.10
C 5.8975 -1.9537 2.1152 -0.01 0.02 -0.02 -0.11
C 5.0130 -0.8455 2.0030 0.04 -0.02 -0.03 -0.11
C 3.8344 -1.2029 2.5983 -0.15 -0.05 0.02 -0.15
N 3.9707 -2.4830 3.0635 0.03 0.01 -0.04 0.01
C 5.2247 -2.9471 2.7753 -0.04 -0.03 -0.01 -0.14
H 6.9116 -2.0150 1.7560 0.01 -0.01 0.03 0.09
H 5.2150 0.1057 1.5417 -0.02 0.02 0.02 0.07
H 2.9152 -0.6569 2.7319 0.04 0.06 0.02 0.09
H 3.2596 -3.0028 3.5439 0.02 0.01 0.04 0.14
H 5.5303 -3.9379 3.0641 0.01 0.00 -0.01 0.11
C 5.0234 2.3926 -1.9738 0.04 0.01 0.03 -0.12
C 5.4853 1.6393 -3.0883 -0.04 -0.01 0.01 -0.12
C 6.1827 0.5675 -2.5962 0.02 -0.02 0.02 -0.14
N 6.1637 0.6467 -1.2317 -0.03 0.01 0.00 0.01
C 5.4582 1.7536 -0.8432 0.01 -0.05 -0.03 -0.14
H 4.4389 3.2967 -1.9989 -0.01 0.00 0.02 0.08
H 5.3231 1.8578 -4.1310 0.01 0.00 0.00 0.09
H 6.6882 -0.2394 -3.0983 0.00 0.01 -0.01 0.10
H 6.6001 -0.0085 -0.6092 -0.04 -0.03 0.00 0.13
H 5.3244 1.9915 0.1980 0.00 0.04 -0.01 0.10
C -7.7898 1.4542 -1.8773 0.00 -0.02 -0.02 -0.12
C -7.3432 2.8033 -1.8498 0.00 0.00 -0.01 -0.11
C -6.5640 2.9515 -0.7345 0.03 0.01 0.07 -0.14
N -6.5245 1.7475 -0.0856 0.03 -0.02 -0.06 0.00
C -7.2662 0.8281 -0.7781 0.03 -0.01 0.07 -0.15
H -8.4219 0.9964 -2.6196 0.00 0.00 0.00 0.09
H -7.5684 3.5747 -2.5669 0.00 0.00 0.00 0.09
H -6.0367 3.8067 -0.3480 -0.01 0.01 0.00 0.10
H -6.0267 1.5681 0.7674 -0.01 0.00 0.01 0.14
H -7.3573 -0.1871 -0.4311 -0.01 0.00 0.00 0.10
```
Forces are in eV/Å.

For the HOMO energy, the calculation gives -8.2 eV. The lowest unoccupied orbital energy is -0.0182 Ha. The electronic energy is -9687.07705 hartree. Its spin multiplicity is 1. The calculation puts the strongest force on any atom at 0.035 hartree/bohr.



# 3
# C28H35BrF22N2O12PS

5 unconnected molecules or ions with the total composition C28H35BrF22N2O12PS at a distorted geometry (ωB97M-V/def2-TZVPD, OMol25).

XYZ file:
```
102
Properties=species:S:1:pos:R:3:forces:R:3:lowdin_charge:R:1
C 0.5314 -0.0731 -2.9533 -0.17 1.37 -0.27 0.05
C 0.7365 -0.3842 -1.7984 0.20 -0.39 0.23 -0.30
P 1.1001 -0.6641 0.0577 -2.82 2.78 0.79 0.31
F 1.4873 -0.9104 1.7426 0.34 -0.58 -1.36 -0.33
Br 3.2215 0.0824 -0.4060 1.11 0.00 0.16 0.55
C 0.4218 1.0304 0.5579 0.23 0.92 0.46 -0.24
C 1.2444 2.3397 0.3247 -1.85 1.45 -0.32 -0.39
O 0.4351 3.3997 0.9670 0.20 -0.60 0.45 -0.12
C 1.3020 2.8578 -1.1951 1.41 0.51 0.78 -0.25
N -0.0153 3.3554 -1.6823 0.78 -0.66 -0.66 0.00
N -0.4955 -1.3663 0.3016 0.39 0.72 0.19 -0.27
C -0.9693 -1.6221 1.6513 -1.78 -1.29 0.75 -0.11
C -1.4359 -1.4330 -0.7674 -2.02 -1.51 -1.79 -0.49
C -2.5200 -0.3168 -1.1376 0.46 -0.15 0.68 -0.02
O -1.5546 -2.4435 -1.4449 0.59 0.95 0.94 0.08
S 1.8547 -2.6855 -0.3264 -3.76 -3.87 -5.10 0.64
O 2.0140 -2.7653 -1.8051 1.52 0.91 2.11 -0.37
O 0.8530 -3.7410 -0.0291 1.97 1.44 1.87 -0.34
C 3.4538 -3.2422 0.3848 2.91 -1.87 -0.61 -0.42
F 4.5359 -2.9239 -0.4484 -1.81 0.09 1.38 0.04
F 3.4307 -4.6550 0.3141 -0.38 2.01 0.47 0.05
C 3.9110 -2.9370 1.8528 2.07 0.47 0.85 -0.26
F 5.1694 -3.6049 1.9722 -2.04 0.26 -0.17 0.04
F 4.2470 -1.6299 2.1399 -0.94 -1.76 -0.98 0.08
C 3.0385 -3.4848 3.0541 -1.05 0.77 1.59 -0.26
F 1.7785 -3.9216 2.7458 1.83 0.49 -0.23 0.13
F 2.8647 -2.4270 3.9618 0.37 -1.58 -1.21 0.09
C 3.7147 -4.6418 3.9197 -1.39 -1.32 1.18 -0.41
F 3.9564 -5.7887 3.1998 0.27 2.11 1.00 0.14
F 2.7337 -5.0181 4.8462 1.45 0.64 -1.20 0.10
F 4.7778 -4.2308 4.6705 -1.10 -0.69 -1.60 0.14
H 0.3667 0.5196 -3.8822 0.22 -1.26 1.20 0.06
H -0.6004 1.2023 0.0900 1.30 -0.35 0.15 0.10
H 0.2062 0.9824 1.6734 0.63 -0.30 -2.18 0.06
H 2.2219 2.4481 0.8623 -0.77 -0.69 -0.86 0.11
H -0.4430 3.0333 1.1772 0.62 0.29 -0.35 0.07
H 1.9763 3.7735 -1.1482 -0.74 -1.02 -0.01 0.12
H 1.8142 2.1373 -1.8863 -0.60 0.45 0.73 0.06
H -0.5074 2.5615 -2.1073 0.13 0.30 0.12 0.04
H 0.2227 3.9825 -2.4643 -0.43 -0.36 0.46 0.06
H -0.4536 -2.5133 2.1281 -0.35 1.16 -0.61 0.09
H -0.9905 -0.7619 2.3756 0.33 -0.58 -0.83 0.07
H -2.0555 -1.9605 1.5688 1.19 0.40 0.06 0.10
H -3.1710 -0.6586 -1.9961 1.10 0.13 0.92 0.09
H -3.2205 -0.1794 -0.2623 0.91 0.29 -0.73 0.08
H -1.9750 0.6166 -1.4361 -0.76 -0.67 0.52 0.04
C 7.7071 -2.1629 2.2515 0.25 0.31 -0.15 -0.05
C 8.4121 -2.2952 3.5853 -0.82 -0.15 -0.15 -0.19
O 9.8357 -2.1299 3.4346 0.82 0.43 0.13 0.02
C 10.2771 -0.8687 3.3605 -1.48 -0.55 0.20 -0.39
O 9.5789 0.1040 3.4086 0.72 0.05 -0.04 0.17
C 11.8026 -0.8487 3.2499 1.52 0.08 -0.31 -0.52
F 12.2640 -1.7408 2.3526 -0.41 0.14 0.19 0.15
F 12.3893 -1.1466 4.4277 -0.46 0.03 -0.11 0.15
F 12.2735 0.3504 2.8760 -0.53 -0.24 0.15 0.16
H 8.1306 -2.8583 1.5233 -0.09 -0.10 0.11 0.09
H 6.6438 -2.3675 2.3576 0.40 0.15 0.06 0.05
H 7.8260 -1.1590 1.8396 -0.05 0.00 0.12 0.09
H 8.2567 -3.2982 3.9848 0.35 0.03 -0.02 0.13
H 8.0185 -1.5907 4.3212 0.23 0.11 -0.12 0.13
C -8.7267 1.4973 -3.6229 0.20 0.23 -0.07 -0.06
C -7.9706 1.3000 -2.3252 -0.74 -0.13 -0.01 -0.19
O -6.5572 1.4491 -2.5356 0.68 0.38 0.08 0.03
C -6.0999 2.7079 -2.5817 -1.34 -0.46 0.23 -0.38
O -6.7825 3.6863 -2.4622 0.63 0.00 -0.10 0.17
C -4.5819 2.7124 -2.7654 1.80 0.07 -0.22 -0.52
F -4.1771 1.8508 -3.7203 -0.48 0.10 0.14 0.15
F -3.9452 2.3607 -1.6347 -0.62 0.10 -0.13 0.16
F -4.1098 3.9177 -3.1169 -0.62 -0.21 0.12 0.16
H -8.3470 0.8288 -4.3923 -0.04 -0.07 0.24 0.06
H -9.7917 1.3059 -3.4807 0.05 -0.02 0.03 0.09
H -8.6055 2.5145 -3.9979 -0.07 -0.01 0.13 0.07
H -8.1268 0.2848 -1.9584 0.36 0.03 -0.04 0.13
H -8.3202 1.9804 -1.5456 0.23 0.11 -0.11 0.13
C -4.8015 2.7554 -8.7226 -0.32 0.16 -0.12 -0.06
C -5.0394 1.5159 -7.8842 0.75 0.12 -0.26 -0.19
O -6.3468 1.5472 -7.2853 -0.85 -0.24 0.08 0.03
C -7.3650 1.1759 -8.0719 1.54 0.02 -0.28 -0.38
O -7.2564 0.8313 -9.2146 -0.61 0.04 0.32 0.17
C -8.6760 1.2141 -7.2867 -1.60 0.20 0.82 -0.51
F -8.8095 2.3431 -6.5588 0.39 -0.28 -0.43 0.15
F -8.7699 0.1815 -6.4200 0.39 0.11 -0.58 0.14
F -9.7565 1.1456 -8.0766 0.65 -0.04 -0.14 0.16
H -4.9656 3.6567 -8.1282 0.13 -0.07 0.05 0.08
H -3.7818 2.7674 -9.1097 -0.03 -0.04 0.07 0.08
H -5.4920 2.7995 -9.5667 0.09 -0.10 -0.01 0.08
H -4.3222 1.4836 -7.0634 -0.32 -0.01 0.16 0.13
H -4.9039 0.6023 -8.4666 -0.26 0.07 0.01 0.13
C 0.1195 -0.9488 7.7929 -0.05 -0.13 -0.30 -0.06
C 0.3388 0.5503 7.8320 -0.16 -0.36 0.55 -0.21
O 0.8438 1.0246 6.5748 -0.07 0.38 -0.60 0.03
C -0.0676 1.2100 5.6084 -0.25 -0.40 1.24 -0.37
O -1.2425 1.0058 5.7325 0.29 0.21 -0.48 0.17
C 0.6017 1.7566 4.3473 1.01 0.49 -1.58 -0.51
F 1.7302 1.0975 4.0402 -0.43 -0.04 0.43 0.17
F 0.9403 3.0529 4.4859 -0.33 -0.31 0.42 0.17
F -0.1963 1.6771 3.2687 -0.36 0.12 1.58 0.12
H 1.0351 -1.4618 7.4916 0.01 0.06 0.12 0.08
H -0.1875 -1.3183 8.7727 0.03 0.06 -0.02 0.08
H -0.6496 -1.2161 7.0665 -0.03 0.07 0.10 0.08
H 1.0933 0.7924 8.5816 0.13 0.12 -0.29 0.12
H -0.5729 1.0847 8.1080 0.01 -0.02 -0.26 0.12
```
Forces are in eV/Å.

For the HOMO energy, the calculation gives -6.0 eV. The lowest unoccupied orbital energy is 0.0699 Ha. The electronic energy is -7610.92121 hartree. Its spin multiplicity is 1. The calculation puts the strongest force on any atom at 0.144 hartree/bohr. The net charge is -1.



Q: What is the spin multiplicity in the second record?
A: 1



Q: strongest force on any atom of number 2 (C28H35Br3N6O2S)?
A: 0.035 hartree/bohr



Q: Which of these has the highest strongest force on any atom?
A: C28H35BrF22N2O12PS